Entry from the OMol25 dataset: C48H58F6NO8S2V as an isolated structure at a distorted geometry (ωB97M-V/def2-TZVPD).

XYZ file:
```
124
Properties=species:S:1:pos:R:3:forces:R:3
V -0.0160 -0.3369 -0.3194 1.647 -1.006 -1.589
C 2.5163 -1.3414 1.6861 0.117 -0.153 -0.030
O 1.5795 -0.3787 1.1416 -0.229 0.070 0.009
C 1.8217 0.9177 1.6495 0.149 0.221 0.165
C 1.0979 1.3458 2.7584 -0.057 -0.140 0.051
C 0.0604 0.4706 3.4242 -0.034 -0.002 -0.092
C -1.3758 0.7892 3.0725 0.285 -0.119 -0.210
C -2.3236 0.9146 4.0782 -0.099 0.116 0.038
C -3.6805 1.0430 3.8029 0.114 -0.023 -0.066
C -4.0515 1.1249 2.4616 -0.009 0.127 0.083
C -3.1447 1.0140 1.4221 0.114 0.059 -0.300
C -3.6676 0.9675 0.0022 0.058 -0.044 -0.008
C -2.9482 1.8164 -1.0197 0.012 -0.210 0.044
C -3.3699 3.1221 -1.2426 0.035 0.093 0.046
C -2.8122 3.9236 -2.2311 0.064 -0.007 -0.046
C -1.7702 3.3823 -2.9781 -0.005 -0.013 0.049
C -1.3147 2.0854 -2.7940 0.103 -0.160 -0.018
C -0.1367 1.5993 -3.6128 0.014 0.172 0.187
C 1.1338 2.1600 -3.0231 -0.235 -0.261 0.051
C 1.7302 3.3008 -3.5250 0.112 0.006 -0.032
C 2.8818 3.8474 -2.9579 0.001 -0.064 0.033
C 3.4610 3.1563 -1.8986 0.042 0.053 -0.140
C 2.8927 2.0066 -1.3705 -0.086 -0.297 0.212
C 3.5138 1.2870 -0.1972 -0.176 0.151 -0.015
C 2.8002 1.7060 1.0691 0.002 -0.169 -0.101
C 3.0675 2.9490 1.6349 -0.044 0.011 0.019
C 2.3804 3.4159 2.7464 0.035 -0.002 -0.042
C 1.3840 2.5971 3.2783 -0.029 0.030 -0.042
C 2.6894 4.7593 3.3998 -0.001 0.050 0.047
C 3.8483 5.4853 2.7138 -0.073 -0.034 0.007
C 3.0718 4.5245 4.8698 -0.005 0.011 -0.068
C 1.4426 5.6536 3.3298 0.049 -0.054 -0.003
C 1.6918 1.5473 -1.9017 0.297 0.678 -0.195
O 1.0545 0.4851 -1.3250 0.813 0.540 -0.893
C 3.4507 5.1519 -3.5056 0.013 0.041 -0.050
C 4.6880 5.6108 -2.7327 -0.060 -0.039 -0.024
C 3.8338 4.9666 -4.9815 -0.018 -0.005 0.073
C 2.3739 6.2427 -3.3883 0.034 -0.035 -0.006
C -1.9267 1.3134 -1.8139 -0.252 0.209 -0.063
O -1.5754 -0.0559 -1.6590 0.088 0.121 -0.072
C -2.1064 -0.8966 -2.7273 -0.114 -0.238 -0.112
C -3.3117 5.3303 -2.5487 -0.036 0.037 0.018
C -3.7924 5.3639 -4.0081 -0.007 -0.001 0.046
C -2.1668 6.3351 -2.3596 -0.012 -0.017 0.007
C -4.4762 5.7436 -1.6463 0.086 -0.039 -0.044
C -1.8031 0.8193 1.7487 -0.514 0.015 0.647
O -0.8984 0.4927 0.7657 -1.621 1.265 1.960
C -4.7498 1.0084 4.8875 -0.059 0.021 0.035
C -5.5774 -0.2732 4.6878 0.022 0.033 0.047
C -4.1488 0.9768 6.2938 -0.020 0.017 -0.076
C -5.6636 2.2360 4.7699 0.051 -0.023 -0.013
H 2.6694 -1.1168 2.7402 -0.056 0.025 -0.003
H 3.4669 -1.2710 1.1586 -0.026 0.049 -0.006
H 2.0939 -2.3306 1.5808 -0.062 -0.015 -0.054
H 0.1729 0.5713 4.5033 -0.007 -0.054 0.014
H 0.2374 -0.5804 3.1795 0.043 0.006 0.028
H -1.9777 0.8864 5.1024 0.005 -0.070 -0.003
H -5.0961 1.2568 2.2061 0.001 -0.053 -0.013
H -4.7017 1.3078 0.0368 -0.041 -0.084 -0.037
H -3.6885 -0.0762 -0.3265 0.002 0.059 0.004
H -4.1750 3.5024 -0.6280 -0.021 -0.023 -0.007
H -1.2843 3.9815 -3.7391 -0.032 0.002 -0.028
H -0.2403 1.9403 -4.6420 -0.019 -0.016 -0.009
H -0.0754 0.5153 -3.6208 -0.010 -0.032 -0.068
H 1.2837 3.7719 -4.3926 -0.020 0.004 0.010
H 4.3887 3.5067 -1.4664 -0.008 -0.005 0.023
H 4.5705 1.5436 -0.1341 0.013 -0.013 0.022
H 3.4288 0.2135 -0.3530 0.084 -0.001 -0.013
H 3.8355 3.5550 1.1731 0.014 0.009 0.018
H 0.8127 2.9304 4.1371 0.027 -0.009 0.025
H 4.7637 4.8914 2.7341 0.012 0.012 -0.014
H 4.0472 6.4183 3.2415 0.006 0.010 -0.010
H 3.6101 5.7355 1.6777 0.023 -0.008 -0.008
H 3.9483 3.8781 4.9414 0.002 0.004 0.021
H 2.2590 4.0607 5.4291 0.006 -0.001 0.016
H 3.3079 5.4761 5.3483 -0.004 -0.001 0.011
H 1.1306 5.7996 2.2939 -0.011 0.018 0.001
H 1.6630 6.6299 3.7639 -0.026 0.004 0.012
H 0.6070 5.2191 3.8805 -0.013 0.013 -0.011
H 5.5027 4.8889 -2.8134 0.013 0.009 0.025
H 4.4596 5.7725 -1.6771 0.039 0.004 0.007
H 5.0431 6.5554 -3.1449 -0.002 0.005 -0.002
H 4.5907 4.1881 -5.0892 0.005 0.004 -0.020
H 4.2389 5.8983 -5.3790 0.002 -0.004 -0.013
H 2.9711 4.6900 -5.5884 0.010 -0.003 -0.020
H 2.0644 6.3721 -2.3492 -0.008 0.011 -0.003
H 1.4901 5.9984 -3.9796 -0.007 0.013 0.005
H 2.7671 7.1937 -3.7510 -0.009 0.004 -0.004
H -2.9541 -0.3787 -3.1673 0.015 0.069 0.028
H -2.4166 -1.8381 -2.2900 0.027 0.103 -0.008
H -1.3459 -1.0785 -3.4829 0.063 0.053 0.036
H -2.9817 5.1548 -4.7067 0.000 -0.015 -0.006
H -4.1920 6.3507 -4.2469 0.010 0.006 0.005
H -4.5819 4.6279 -4.1706 -0.002 0.010 -0.019
H -1.3297 6.1290 -3.0286 0.005 -0.008 0.006
H -1.7962 6.3105 -1.3331 0.009 0.011 -0.001
H -2.5217 7.3451 -2.5711 0.008 0.006 -0.004
H -5.3146 5.0504 -1.7325 -0.024 0.022 0.014
H -4.8308 6.7299 -1.9454 0.006 0.014 0.022
H -4.1677 5.8009 -0.6006 -0.045 -0.013 0.016
H -4.9439 -1.1578 4.7793 -0.012 -0.007 -0.009
H -6.0553 -0.2971 3.7078 -0.008 0.006 -0.002
H -6.3580 -0.3330 5.4480 -0.010 -0.004 -0.008
H -3.5342 0.0882 6.4469 0.015 0.013 0.024
H -4.9558 0.9469 7.0260 0.005 0.007 0.013
H -3.5469 1.8650 6.4960 0.011 -0.009 0.014
H -6.2178 2.2401 3.8308 0.003 0.023 0.001
H -5.0838 3.1586 4.8312 -0.016 0.013 0.008
H -6.3904 2.2347 5.5831 -0.017 -0.003 -0.009
F 1.7919 -4.3208 -1.4929 -0.074 -0.045 0.079
C 0.7030 -4.6867 -0.8151 0.352 0.167 -0.271
F -0.0634 -5.4208 -1.5924 -0.073 0.000 0.103
F 1.0703 -5.3471 0.2573 -0.165 0.009 0.155
S -0.2061 -3.1004 -0.3443 -0.969 -1.050 0.076
O 0.0032 -2.8076 1.0487 0.120 0.078 0.092
O 0.4577 -2.0914 -1.2110 -0.366 0.135 0.062
N -1.6975 -3.1864 -0.7944 0.469 -0.191 0.196
S -2.6789 -4.1341 0.0985 0.048 -0.181 0.282
O -3.7974 -4.5301 -0.6778 0.001 0.112 -0.270
O -1.9040 -5.0858 0.8344 -0.028 0.067 0.033
C -3.3995 -2.9288 1.3590 -0.008 0.117 -0.082
F -4.6850 -2.7301 1.0967 0.096 0.007 0.017
F -3.2712 -3.4037 2.5849 0.060 -0.029 -0.058
F -2.7796 -1.7340 1.2951 0.012 -0.356 0.043
```
Positions in Å, forces in eV/Å.

Output
- M: 1006.06 g mol⁻¹
- Total charge: +1
- Lowest unoccupied orbital energy (alpha / beta): -0.15801 / -0.13580 hartree
- E_HOMO (alpha / beta): -11.21 / -11.25 eV
- 2S+1: 2
- Frontier orbital gap (alpha / beta): 6.910 / 7.554 eV

Atomic partial charges in e from the Löwdin method, atoms 1 to 5: V 1.187; C 0.017; O -0.235; C -0.193; C -0.116

Entry from the OMol25 dataset: C48H58FO3PSSi2 as an isolated structure at a distorted geometry (ωB97M-V/def2-TZVPD).

XYZ file:
```
114
Properties=species:S:1:pos:R:3:forces:R:3
C 4.3612 -1.3106 1.2169 -0.134 -0.588 -0.116
C 3.7199 -2.5349 0.2923 0.111 1.370 -5.816
O 3.6378 -2.2659 -1.0363 -0.076 -2.389 8.596
O 3.2843 -3.8404 0.8742 0.096 4.119 -1.189
C 1.8796 -4.0315 0.4297 -0.924 -0.357 -1.475
C 0.9794 -4.9583 1.4400 -0.731 -0.301 -0.374
C -0.2007 -4.1580 2.2507 -0.106 -0.760 1.193
C 0.2367 -2.6627 2.7968 -0.092 -0.597 0.255
Si -0.8682 -1.3748 1.8073 1.553 -2.607 0.322
O -0.9898 -2.0171 0.1739 -1.453 3.681 0.091
Si -1.8199 -0.9174 -0.9166 1.880 0.657 1.506
F -1.7618 0.7864 -0.4352 0.021 -3.664 -0.728
P -3.9256 -1.6672 -1.0442 -1.688 -0.835 -0.435
S -3.9530 -3.4290 -1.9278 0.468 0.215 0.227
H 4.5893 -0.3325 0.5841 -0.632 -2.548 0.907
H 5.3802 -1.7087 1.6472 -2.196 0.804 -0.490
H 3.5836 -0.9897 2.0359 1.676 -0.979 -1.312
H 1.4468 -2.9495 0.2551 0.391 -2.401 0.456
H 1.9358 -4.5529 -0.6351 -0.212 1.122 2.286
H 1.6003 -5.5647 2.2343 -0.868 1.410 -1.791
H 0.4237 -5.7569 0.7497 1.335 1.672 1.525
H -0.4229 -4.8019 3.2314 0.422 1.271 -2.221
H -1.2367 -4.1537 1.6588 2.435 0.142 1.054
H 0.0184 -2.6285 3.9622 0.396 0.178 -2.457
H 1.3821 -2.4505 2.6732 -2.097 -0.537 0.142
H -0.2206 -0.0692 1.9053 -0.150 0.386 -0.330
H -2.1900 -1.4398 2.4379 -0.356 0.263 -0.162
H -1.2090 -1.1289 -2.2542 -0.194 0.373 0.368
H -4.5121 -1.7754 0.2956 0.367 0.745 -0.983
H -4.7368 -0.8001 -1.9090 0.639 -0.062 1.329
C 4.4948 -0.2606 -4.2305 0.255 0.074 -0.006
C 5.0974 0.5729 -5.1722 0.069 -0.051 0.120
C 6.4646 0.8376 -5.0969 -0.055 -0.121 0.133
C 7.2317 0.2601 -4.0846 -0.145 0.010 -0.006
C 6.6296 -0.5765 -3.1452 -0.115 0.163 -0.226
C 5.2607 -0.8337 -3.2150 0.065 -0.028 -0.069
H 3.4286 -0.4639 -4.2875 0.149 0.010 0.022
H 4.5009 1.0174 -5.9650 0.092 -0.053 0.111
H 6.9326 1.4924 -5.8268 -0.054 -0.099 0.090
H 8.2980 0.4623 -4.0287 -0.133 -0.036 -0.041
H 7.2278 -1.0277 -2.3573 -0.083 0.048 -0.098
H 4.7910 -1.4810 -2.4797 0.153 0.223 -0.265
C -3.9826 5.0156 -2.9297 0.040 -0.167 0.018
C -4.0293 4.3228 -4.1391 0.053 -0.078 0.166
C -3.7790 2.9512 -4.1682 0.002 0.022 0.138
C -3.4915 2.2699 -2.9850 -0.065 0.322 0.019
C -3.4486 2.9621 -1.7751 -0.086 0.081 -0.024
C -3.6897 4.3354 -1.7474 -0.040 -0.100 -0.230
H -4.1744 6.0851 -2.9080 0.028 -0.133 -0.009
H -4.2601 4.8525 -5.0600 0.035 -0.087 0.118
H -3.8088 2.4129 -5.1116 -0.005 0.076 0.127
H -3.3012 1.2001 -3.0068 0.000 0.112 -0.038
H -3.2262 2.4307 -0.8530 -0.034 0.161 -0.225
H -3.6508 4.8753 -0.8054 -0.012 -0.077 -0.127
C -6.2596 -1.5031 4.5856 0.048 0.117 -0.035
C -6.8041 -0.4656 5.3418 0.132 0.041 -0.109
C -6.3784 0.8463 5.1359 0.090 -0.138 -0.129
C -5.4143 1.1221 4.1658 -0.064 -0.151 0.042
C -4.8726 0.0850 3.4070 -0.122 -0.043 0.117
C -5.2916 -1.2281 3.6194 -0.112 0.194 0.126
H -6.5892 -2.5259 4.7487 0.037 0.129 -0.024
H -7.5603 -0.6798 6.0929 0.127 0.024 -0.117
H -6.7980 1.6537 5.7299 0.054 -0.111 -0.093
H -5.0860 2.1451 4.0018 -0.046 -0.147 0.020
H -4.1225 0.3004 2.6499 -0.082 -0.010 0.108
H -4.8654 -2.0365 3.0319 -0.038 0.056 0.065
C -8.0427 -6.3819 3.8609 0.092 0.007 0.155
C -6.8603 -5.6577 3.7127 -0.039 -0.040 0.135
C -5.9799 -5.5309 4.7868 -0.172 -0.116 0.039
C -6.2777 -6.1374 6.0075 -0.108 0.003 -0.142
C -7.4584 -6.8649 6.1545 0.033 0.077 -0.131
C -8.3432 -6.9838 5.0831 0.177 0.107 -0.046
H -8.7302 -6.4776 3.0246 0.108 0.015 0.122
H -6.6250 -5.1909 2.7595 -0.039 -0.069 0.132
H -5.0618 -4.9609 4.6730 -0.098 -0.083 0.014
H -5.5894 -6.0429 6.8432 -0.101 -0.014 -0.119
H -7.6895 -7.3388 7.1053 0.035 0.080 -0.150
H -9.2656 -7.5459 5.1997 0.130 0.071 -0.018
C -3.5975 8.2668 -5.3353 -0.054 0.184 -0.015
C -4.9672 8.5107 -5.4321 0.111 0.122 0.012
C -5.4360 9.8176 -5.5631 0.194 -0.006 0.002
C -4.5336 10.8807 -5.6073 0.038 -0.197 0.021
C -3.1637 10.6363 -5.5143 -0.100 -0.124 0.014
C -2.6954 9.3302 -5.3739 -0.191 0.024 -0.019
H -3.2327 7.2484 -5.2298 -0.030 0.135 -0.014
H -5.6699 7.6817 -5.4045 0.092 0.118 0.004
H -6.5036 10.0079 -5.6317 0.150 -0.029 -0.001
H -4.8985 11.8988 -5.7143 0.054 -0.148 0.018
H -2.4606 11.4648 -5.5504 -0.111 -0.133 0.012
H -1.6285 9.1407 -5.2960 -0.145 0.022 -0.018
C 2.1849 0.3705 7.1280 -0.006 0.029 -0.194
C 3.3913 0.2233 6.4441 -0.128 0.022 -0.073
C 3.4404 0.4218 5.0646 -0.188 0.024 0.071
C 2.2839 0.7775 4.3699 0.019 -0.076 0.203
C 1.0783 0.9283 5.0545 0.112 -0.071 0.064
C 1.0273 0.7207 6.4326 0.174 -0.022 -0.084
H 2.1463 0.2123 8.2026 0.008 0.024 -0.162
H 4.2938 -0.0471 6.9865 -0.144 0.035 -0.089
H 4.3791 0.3005 4.5309 -0.110 0.030 0.077
H 2.3230 0.9370 3.2956 -0.020 0.010 0.121
H 0.1775 1.2070 4.5132 0.126 -0.033 0.077
H 0.0868 0.8328 6.9648 0.127 -0.006 -0.075
C 11.4116 -2.3624 -4.3296 0.068 0.166 -0.040
C 10.8671 -1.3249 -3.5734 0.124 0.030 -0.103
C 11.2928 -0.0130 -3.7793 0.088 -0.146 -0.134
C 12.2569 0.2629 -4.7494 -0.072 -0.170 0.041
C 12.7986 -0.7743 -5.5082 -0.103 -0.029 0.116
C 12.3796 -2.0874 -5.2958 -0.100 0.148 0.122
H 11.0820 -3.3852 -4.1664 0.042 0.155 -0.025
H 10.1109 -1.5391 -2.8222 0.110 0.026 -0.113
H 10.8733 0.7944 -3.1853 0.052 -0.098 -0.077
H 12.5852 1.2858 -4.9134 -0.044 -0.148 0.024
H 13.5487 -0.5589 -6.2652 -0.116 -0.035 0.124
H 12.8059 -2.8958 -5.8833 -0.065 0.111 0.074
```
Positions in Å, forces in eV/Å.

Output
- M: 821.20 g mol⁻¹
- Total charge: 0
- Lowest unoccupied orbital energy: 0.00096 hartree
- E_HOMO: -8.90 eV
- Frontier orbital gap: 8.921 eV

Atomic partial charges in e from the Löwdin method, atoms 1 to 5: C -0.007; C -0.246; O -0.059; O -0.111; C -0.182

Question: The highest total charge belongs to which entry?
Answer: C48H58F6NO8S2V